P) {
  "formula": "C4H9NOS",
  "method": "ωB97M-V/def2-TZVPD",
  "smiles": "C[C@@H](CS)NC=O",
  "molar_mass_da": 119.2,
  "symbols": ["C", "C", "C", "S", "N", "C", "O", "H", "H", "H", "H", "H", "H", "H", "H", "H"],
  "xyz": [[0.94650, 1.14246, 0.94762], [-0.03341, 0.06032, 0.23337], [-0.45147, 0.49608, -1.14428], [-1.06805, 2.35957, -0.87573], [0.62460, -1.20276, 0.26867], [-0.15604, -2.34893, 0.05403], [-1.31301, -2.31671, 0.03919], [1.53514, 1.27775, 0.08372], [0.59955, 2.17387, 1.34172], [1.50040, 0.52055, 1.65550], [-0.92755, 0.07194, 0.86312], [-1.35573, -0.08142, -1.39493], [0.26747, 0.29539, -1.90945], [-2.10957, 1.93977, -0.17281], [1.60436, -1.20463, 0.35140], [0.33681, -3.18325, -0.34114]]
}

***

Q) {
  "formula": "C4H9NOS",
  "method": "ωB97M-V/def2-TZVPD",
  "molar_mass_da": 119.2,
  "symbols": ["C", "N", "C", "C", "S", "C", "O", "H", "H", "H", "H", "H", "H", "H", "H", "H"],
  "xyz": [[0.88367, 1.87100, 1.09417], [1.16544, 0.85203, 0.03326], [0.56680, -0.33224, 0.23226], [-0.72299, -0.59725, -0.35290], [-1.49637, 0.65684, -1.32119], [1.28557, -1.38191, 0.96020], [0.79681, -2.44471, 1.24557], [1.38321, 1.56716, 2.01358], [1.31498, 2.81371, 0.76837], [-0.17791, 1.99886, 1.25365], [0.74319, 1.19606, -0.84732], [-3.51508, 1.48028, -3.46114], [-0.69365, -1.53054, -0.92927], [-1.38583, -0.81855, 0.50523], [-3.90274, 1.01856, -3.03256], [2.32896, -1.17360, 1.22620]]
}

***

Stability summary: most stable P), least stable Q).

***

P) {
  "formula": "C4H9NOS",
  "method": "ωB97M-V/def2-TZVPD",
  "smiles": "CC(=O)NCCS",
  "molar_mass_da": 119.2,
  "symbols": ["C", "C", "O", "N", "C", "C", "S", "H", "H", "H", "H", "H", "H", "H", "H", "H"],
  "xyz": [[-2.41770, -0.22148, 1.32907], [-1.52174, 0.24024, 0.21070], [-1.93865, 0.55805, -0.88997], [-0.17791, 0.28271, 0.51057], [0.85971, 0.47448, -0.52544], [1.76775, -0.69471, -0.67001], [3.25025, -0.26739, -1.68771], [-1.95758, -0.79116, 2.12906], [-3.18156, -0.80740, 0.81297], [-2.94292, 0.61678, 1.78777], [0.10547, -0.03324, 1.41560], [1.39238, 1.38653, -0.24302], [0.23746, 0.71383, -1.38814], [2.12368, -0.98499, 0.31720], [1.38071, -1.53459, -1.23177], [3.02065, 1.06233, -1.87689]]
}

***

Q) {
  "formula": "C4H9NOS",
  "method": "ωB97M-V/def2-TZVPD",
  "smiles": "C[S@](N)(=O)=C1CC1",
  "molar_mass_da": 119.2,
  "symbols": ["C", "S", "N", "O", "C", "C", "C", "H", "H", "H", "H", "H", "H", "H", "H", "H"],
  "xyz": [[-1.62652, 1.45067, 0.22333], [-0.63972, -0.26722, 0.07481], [-1.79091, -0.77680, -1.11403], [-1.05148, -0.82653, 1.36674], [0.92539, -0.00578, -0.61494], [2.08678, -0.97011, -0.06946], [1.83191, 0.32728, 0.55371], [-2.65674, 1.09632, 0.53693], [-0.85800, 2.04285, 0.74589], [-1.64210, 1.85829, -0.82338], [-2.12698, -1.71844, -0.76269], [-1.42689, -0.79442, -1.98075], [1.96322, -1.91751, 0.49513], [2.90444, -0.86273, -0.62170], [2.65043, 0.92103, 0.35341], [1.45718, 0.44311, 1.63699]]
}

***

Stability summary: most stable P), least stable Q).

***

P) {
  "formula": "C4H9NOS",
  "method": "ωB97M-V/def2-TZVPD",
  "smiles": "O=CNCCCS",
  "molar_mass_da": 119.2,
  "symbols": ["O", "C", "N", "C", "C", "C", "S", "H", "H", "H", "H", "H", "H", "H", "H", "H"],
  "xyz": [[0.33260, 2.46759, 0.88497], [0.03568, 1.81836, -0.12144], [0.77514, 0.99085, -0.80763], [0.15726, 0.25203, -1.78941], [0.25608, -1.18644, -1.29396], [-0.84287, -1.57057, -0.04956], [-0.21763, -1.21036, 1.56161], [-1.17172, 1.89412, -0.45324], [1.74977, 0.95405, -0.50597], [0.61613, 0.56740, -2.74042], [-0.83293, 0.33664, -1.78784], [1.23762, -1.50597, -0.82919], [-0.00318, -1.85308, -2.09620], [-1.10458, -2.69098, 0.06392], [-1.84321, -0.98332, -0.04657], [-0.88950, 0.09003, 1.50965]]
}

***

Q) {
  "formula": "C4H9NOS",
  "method": "ωB97M-V/def2-TZVPD",
  "smiles": "C=CN=S(C)(C)=O",
  "molar_mass_da": 119.2,
  "symbols": ["C", "C", "N", "S", "C", "C", "O", "H", "H", "H", "H", "H", "H", "H", "H", "H"],
  "xyz": [[-3.31884, 0.25745, 0.11594], [-1.94185, 0.43946, 0.06469], [-1.12649, -0.53081, -0.04038], [0.70672, 0.24697, -0.00806], [1.86622, -0.07651, -1.46870], [1.44373, -0.66258, 1.42519], [0.78402, 1.67299, 0.12308], [-3.99144, 1.06284, 0.34667], [-3.80873, -0.61583, -0.10980], [-1.49588, 1.48111, 0.31936], [2.29764, -1.09339, -1.32003], [1.23890, -0.31590, -2.37323], [2.65676, 0.53840, -1.81025], [0.83459, -0.18823, 2.19665], [1.33023, -1.78407, 1.25103], [2.52441, -0.43190, 1.28781]]
}

***

R) {
  "formula": "C4H9NOS",
  "method": "ωB97M-V/def2-TZVPD",
  "smiles": "CO/N=C\\CSC",
  "molar_mass_da": 119.2,
  "symbols": ["C", "O", "N", "C", "C", "S", "C", "H", "H", "H", "H", "H", "H", "H", "H", "H"],
  "xyz": [[1.69605, -0.30905, 1.88114], [1.37120, -0.04995, 0.53467], [0.77845, 1.19090, 0.49623], [0.16385, 1.39086, -0.61010], [0.00038, 0.41846, -1.73993], [-1.67973, -0.20291, -1.94216], [-2.00927, -0.89686, -0.31629], [2.03502, -1.39443, 1.82354], [0.82015, -0.23657, 2.51909], [2.49687, 0.31530, 2.23767], [-0.32011, 2.33189, -0.65241], [0.17987, 0.92815, -2.70916], [0.77971, -0.38329, -1.60369], [-3.05734, -1.12559, -0.28729], [-1.44059, -1.79783, -0.14226], [-1.81454, -0.17909, 0.51095]]
}

***

Stability summary: most stable P), least stable Q).

***

P) {
  "formula": "C4H9NOS",
  "method": "ωB97M-V/def2-TZVPD",
  "molar_mass_da": 119.2,
  "symbols": ["C", "C", "C", "C", "N", "O", "S", "H", "H", "H", "H", "H", "H", "H", "H", "H"],
  "xyz": [[2.46011, -1.30612, -0.80159], [-2.25218, 0.87675, 0.50286], [-1.89819, 0.10541, -0.72926], [-1.44620, -0.32830, 0.65355], [1.92082, 0.34046, 1.14779], [1.15935, 0.81072, -1.25958], [1.24152, -0.29438, -0.31520], [2.72065, -1.52516, -1.90979], [2.97464, -1.97361, -0.06628], [-1.81046, 1.86475, 0.75186], [-3.30179, 0.94801, 0.79483], [-2.62509, -0.53326, -1.22806], [-0.98866, 0.29559, -1.36110], [-1.64007, -1.23389, 1.26558], [1.12724, 0.80325, 1.67253], [2.35832, 1.14977, 0.88185]]
}

***

Q) {
  "formula": "C4H9NOS",
  "method": "ωB97M-V/def2-TZVPD",
  "molar_mass_da": 119.2,
  "symbols": ["C", "C", "C", "C", "N", "O", "S", "H", "H", "H", "H", "H", "H", "H", "H", "H"],
  "xyz": [[0.14205, 0.76435, 0.86198], [0.86864, 1.76686, -0.13946], [0.24439, -0.51725, 0.02977], [-0.64138, -0.61749, -1.20961], [-0.05484, -1.67348, 0.86228], [1.95322, 0.17779, -2.25354], [1.91632, 0.34604, -0.78783], [0.81634, 0.56265, 1.62481], [-0.85097, 1.03143, 1.37333], [0.21328, 2.31966, -0.86925], [1.62062, 2.39554, 0.24655], [0.54335, -1.91676, 1.71067], [-1.20255, 0.41484, -1.43769], [-1.49699, -1.43647, -1.13459], [0.03862, -0.84090, -2.08256], [-0.10712, -2.36420, 0.22241]]
}

***

Stability summary: most stable Q), least stable P).

***

P) {
  "formula": "C4H9NOS",
  "method": "ωB97M-V/def2-TZVPD",
  "smiles": "C=NS[C@H](C)OC",
  "molar_mass_da": 119.2,
  "symbols": ["C", "N", "S", "C", "C", "O", "C", "H", "H", "H", "H", "H", "H", "H", "H", "H"],
  "xyz": [[-2.94865, -0.58930, -0.40656], [-1.89642, 0.10462, -0.29488], [-0.89769, -0.19567, 1.03485], [0.69068, 0.52837, 0.54331], [0.45731, 1.92517, -0.10907], [1.35544, -0.22122, -0.43832], [1.81004, -1.47924, -0.06057], [-3.65986, -0.37692, -1.15157], [-3.25991, -1.38845, 0.23963], [1.27812, 0.54675, 1.42065], [0.00244, 1.66167, -1.09784], [-0.15446, 2.55322, 0.55108], [1.42694, 2.44594, -0.27940], [1.02900, -2.27183, -0.09059], [2.54967, -1.71334, -0.84298], [2.21735, -1.52978, 0.98226]]
}

***

Q) {
  "formula": "C4H9NOS",
  "method": "ωB97M-V/def2-TZVPD",
  "smiles": "C=NS[C@@H](C)CO",
  "molar_mass_da": 119.2,
  "symbols": ["C", "N", "S", "C", "C", "C", "O", "H", "H", "H", "H", "H", "H", "H", "H", "H"],
  "xyz": [[-3.12452, 0.18657, 0.16911], [-1.75688, 0.00690, -0.10128], [-0.86622, -1.32624, -0.41131], [0.66510, -0.39684, 0.29413], [1.86066, -1.34033, 0.27171], [1.10702, 0.88827, -0.47492], [0.41569, 2.05714, -0.00880], [-4.04935, -0.65172, 0.32016], [-3.51522, 1.27901, 0.51062], [0.32123, -0.07166, 1.39735], [2.13595, -0.86397, -0.92527], [2.81062, -1.08717, 0.91497], [1.52041, -2.53182, 0.23799], [0.89838, 0.69928, -1.63376], [2.05390, 1.18112, -0.13773], [-0.47677, 1.97146, -0.42299]]
}

***

R) {
  "formula": "C4H9NOS",
  "method": "ωB97M-V/def2-TZVPD",
  "molar_mass_da": 119.2,
  "symbols": ["C", "C", "C", "C", "N", "O", "S", "H", "H", "H", "H", "H", "H", "H", "H", "H"],
  "xyz": [[0.39764, 1.14702, 0.36477], [-1.05840, 1.60609, 0.40093], [0.21676, -0.16110, -0.40781], [0.97503, -1.37353, 0.05968], [-2.76909, -0.19929, -1.07658], [-1.77448, -0.88496, 1.31135], [-1.57666, -0.12713, 0.10050], [1.07592, 1.85519, -0.11115], [0.75332, 0.93982, 1.37299], [-1.41538, 2.05286, 1.32212], [-1.35722, 2.18922, -0.46382], [0.26042, -0.01642, -1.48404], [0.67114, -2.24712, -0.51272], [0.75066, -1.55737, 1.10918], [2.04947, -1.23748, -0.05641], [-3.34893, -1.00642, -0.89386]]
}

***

Stability summary: most stable P), least stable Q).